A cluster of 10 separate species, C36H91NO10 in total, computed with ωB97M-V/def2-TZVPD.

Last columns: bonded neighbours and bond lengths (Å).
Cartesian coordinates (Å):
1 C 0.888 0.420 0.523  C13 1.494, O18 1.383, C42 1.570, H72 1.090
2 H -6.629 -4.081 4.326  C20 1.090
3 H -1.112 -1.859 3.519  C98 1.090
4 H 2.124 -3.418 -2.221  C29 1.090
5 C -0.790 -3.325 1.814  O28 1.347, H38 1.090, C98 1.554, C137 1.516
6 O -0.907 2.972 2.138  H24 0.960, C96 1.450
7 C 0.266 5.132 1.880  H15 1.090, H62 1.090, C96 1.537, H106 1.090
8 C -7.924 -2.351 1.383  H27 1.090, C32 1.594, H64 1.090, C108 1.578
9 C 6.801 2.150 -3.296  H50 1.090, H59 1.090, C70 1.527, H133 1.090
10 O -0.921 -2.002 -4.528  C66 1.401, H99 0.960
11 C 2.241 -0.509 -6.219  H33 1.090, H49 1.090, C74 1.517, H85 1.090
12 H 1.978 -5.224 -4.067  C63 1.090
13 C 1.532 1.276 -0.518  C1 1.494, H41 1.090, H65 1.090, H101 1.090
14 C 4.357 5.619 -0.364  O93 1.406, H97 1.090, C103 1.548, C129 1.510
15 H 1.144 4.761 2.410  C7 1.090
16 H 2.612 3.116 3.844  C88 1.090
17 C 0.358 -4.593 -2.706  C29 1.542, H43 1.090, C63 1.546, O81 1.412
18 O 1.134 1.094 1.706  C1 1.383, H40 0.960
19 N -5.349 -1.334 2.464  O91 1.468, C119 1.522, C122 1.502
20 C -6.033 -3.674 3.509  H2 1.090, H71 1.090, H104 1.090, C122 1.580
21 H -7.172 -1.467 -0.540  C32 1.090
22 C -1.394 4.747 3.747  H51 1.090, H67 1.090, H68 1.090, C96 1.562
23 H 5.148 0.879 5.216  C34 1.090
24 H -1.399 2.499 2.813  O6 0.960
25 H 0.300 -5.549 -4.623  C63 1.090
26 C 3.909 1.274 3.563  C34 1.467, C88 1.565, O89 1.417, H112 1.090
27 H -8.984 -2.131 1.256  C8 1.090
28 O -2.045 -3.813 1.831  C5 1.347, H136 0.960
29 C 1.104 -3.543 -1.857  H4 1.090, C17 1.542, H45 1.090, H53 1.090
30 H -5.341 -3.658 0.685  C55 1.090
31 H 5.379 2.954 -1.924  C70 1.090
32 C -6.999 -1.371 0.531  C8 1.594, H21 1.090, H48 1.090, C119 1.580
33 H 1.383 -1.178 -6.284  C11 1.090
34 C 5.125 0.692 4.142  H23 1.090, C26 1.467, H86 1.090, H92 1.090
35 H 1.110 -3.971 1.508  C137 1.090
36 H 3.245 -1.314 -2.805  C123 1.090
37 H 4.812 -0.357 -5.952  O77 0.960
38 H -0.736 -2.657 0.954  C5 1.090
39 H 4.114 5.464 1.749  C103 1.090
40 H 0.510 1.820 1.772  O18 0.960
41 H 1.554 0.853 -1.522  C13 1.090
42 C -0.666 0.198 0.487  C1 1.570, H44 1.090, H90 1.090, H128 1.090
43 H 0.368 -5.544 -2.175  C17 1.090
44 H -1.099 -0.265 1.374  C42 1.090
45 H 0.655 -2.550 -1.891  C29 1.090
46 H -1.845 4.692 1.589  C96 1.090
47 H -2.371 -1.587 -2.068  C120 1.090
48 H -7.422 -0.388 0.743  C32 1.090
49 H 1.805 0.488 -6.280  C11 1.090
50 H 6.864 1.290 -3.962  C9 1.090
51 H -2.247 4.132 4.036  C22 1.090
52 H 0.949 -3.934 -4.706  C63 1.090
53 H 1.122 -3.782 -0.794  C29 1.090
54 H -0.060 -5.184 0.860  C137 1.090
55 C -4.827 -2.766 0.326  H30 1.090, H73 1.090, H94 1.090, C119 1.590
56 H -5.233 0.753 0.365  C83 1.090
57 H 2.124 0.600 3.302  O89 0.960
58 H -3.302 -1.295 -3.510  C120 1.090
59 H 7.614 2.253 -2.577  C9 1.090
60 H -2.812 -0.014 -2.557  C120 1.090
61 H -0.286 -0.651 -3.083  C66 1.090
62 H 0.203 6.195 2.114  C7 1.090
63 C 0.956 -4.846 -4.109  H12 1.090, C17 1.546, H25 1.090, H52 1.090
64 H -7.781 -3.425 1.262  C8 1.090
65 H 2.588 1.443 -0.308  C13 1.090
66 C -1.114 -0.841 -3.766  O10 1.401, H61 1.090, C118 1.553, C120 1.550
67 H -1.722 5.756 3.994  C22 1.090
68 H -0.620 4.583 4.496  C22 1.090
69 H -0.917 -3.476 4.009  C98 1.090
70 C 5.470 2.068 -2.551  C9 1.527, H31 1.090, O78 1.405, C80 1.527
71 H -4.967 -3.866 3.626  C20 1.090
72 H 1.397 -0.536 0.650  C1 1.090
73 H -3.777 -2.840 0.610  C55 1.090
74 C 3.211 -0.876 -5.112  C11 1.517, H75 1.090, O77 1.413, C123 1.550
75 H 3.576 -1.882 -5.320  C74 1.090
76 H -1.875 0.047 -5.588  C118 1.090
77 O 4.374 -0.073 -5.147  H37 0.960, C74 1.413
78 O 4.390 2.202 -3.440  C70 1.405, H100 0.960
79 H -3.783 -0.480 3.183  O91 0.960
80 C 5.355 0.770 -1.753  C70 1.527, H102 1.090, H115 1.090, H121 1.090
81 O -0.999 -4.211 -2.785  C17 1.412, H111 0.960
82 H 3.735 2.739 5.194  C88 1.090
83 C -4.716 -0.203 0.291  H56 1.090, H116 1.090, C119 1.611, H125 1.090
84 H 1.799 -1.582 -3.585  C123 1.090
85 H 2.725 -0.626 -7.189  C11 1.090
86 H 6.027 1.226 3.842  C34 1.090
87 H -8.254 -2.582 3.566  C108 1.090
88 C 3.583 2.702 4.115  H16 1.090, C26 1.565, H82 1.090, H132 1.090
89 O 2.843 0.406 3.909  C26 1.417, H57 0.960
90 H -1.310 1.043 0.247  C42 1.090
91 O -3.951 -1.385 2.911  N19 1.468, H79 0.960
92 H 5.328 -0.348 3.889  C34 1.090
93 O 5.713 5.249 -0.340  C14 1.406, H135 0.960
94 H -4.931 -2.733 -0.759  C55 1.090
95 H 2.876 6.531 0.919  C103 1.090
96 C -1.037 4.411 2.263  O6 1.450, C7 1.537, C22 1.562, H46 1.090
97 H 4.146 6.364 -1.131  C14 1.090
98 C -0.578 -2.770 3.250  H3 1.090, C5 1.554, H69 1.090, H131 1.090
99 H -0.905 -2.770 -3.952  O10 0.960
100 H 4.460 1.448 -4.031  O78 0.960
101 H 1.012 2.232 -0.447  C13 1.090
102 H 5.490 -0.151 -2.320  C80 1.090
103 C 3.920 6.224 0.992  C14 1.548, H39 1.090, H95 1.090, H113 1.090
104 H -6.327 -4.293 2.662  C20 1.090
105 H 0.274 -4.984 2.638  C137 1.090
106 H 0.414 5.138 0.801  C7 1.090
107 H -6.689 -2.011 5.574  C110 1.090
108 C -7.716 -1.920 2.887  C8 1.578, H87 1.090, H117 1.090, C122 1.577
109 H 2.429 4.629 -0.440  C129 1.090
110 C -6.136 -1.456 4.816  H107 1.090, H114 1.090, C122 1.569, H138 1.090
111 H -1.581 -4.470 -2.066  O81 0.960
112 H 3.951 1.258 2.474  C26 1.090
113 H 4.490 7.110 1.271  C103 1.090
114 H -6.559 -0.451 4.810  C110 1.090
115 H 4.393 0.779 -1.239  C80 1.090
116 H -3.703 -0.091 0.675  C83 1.090
117 H -8.137 -0.915 2.923  C108 1.090
118 C -1.171 0.315 -4.801  C66 1.553, H76 1.090, H126 1.090, H130 1.090
119 C -5.479 -1.459 0.953  N19 1.522, C32 1.580, C55 1.590, C83 1.611
120 C -2.429 -0.955 -2.954  H47 1.090, H58 1.090, H60 1.090, C66 1.550
121 H 6.152 0.823 -1.012  C80 1.090
122 C -6.236 -2.111 3.394  N19 1.502, C20 1.580, C108 1.577, C110 1.569
123 C 2.678 -0.942 -3.658  H36 1.090, C74 1.550, H84 1.090, H124 1.090
124 H 2.271 0.041 -3.424  C123 1.090
125 H -4.559 -0.399 -0.770  C83 1.090
126 H -0.259 0.365 -5.397  C118 1.090
127 H 3.566 4.230 -1.737  C129 1.090
128 H -0.871 -0.558 -0.271  C42 1.090
129 C 3.476 4.432 -0.670  C14 1.510, H109 1.090, H127 1.090, H134 1.090
130 H -1.237 1.288 -4.313  C118 1.090
131 H 0.470 -2.492 3.363  C98 1.090
132 H 4.366 3.423 3.883  C88 1.090
133 H 6.897 2.955 -4.025  C9 1.090
134 H 3.855 3.583 -0.101  C129 1.090
135 H 6.234 6.040 -0.182  O93 0.960
136 H -2.540 -3.022 2.056  O28 0.960
137 C 0.167 -4.492 1.672  C5 1.516, H35 1.090, H54 1.090, H105 1.090
138 H -5.116 -1.311 5.172  C110 1.090

Calculated values
**Energy relative to the best compared isomer or geometry (same formula, charge and spin)**: 36.8 kcal/mol
**SMILES string**: CC1(C)CCCC(C)(C)N1O.CC(C)O.CC(C)O.CC(C)O.CC(C)O.CC(C)O.CC(C)O.CC(C)O.CC(C)O.CC(C)O
**LUMO energy**: 0.22 eV
**Kohn-Sham gap**: 8.99 eV